C22H33N3O4 | wB97M-V/def2-TZVPD

Geometry as XYZ:
```
62
Properties=species:S:1:pos:R:3
C -6.44038 -2.28291 -1.40091
O -5.15737 -1.71491 -1.33996
C -4.68858 -1.27421 -0.12705
C -5.44885 -1.28813 1.03484
C -4.93753 -0.79455 2.22219
C -3.66045 -0.27370 2.25880
C -2.87246 -0.26185 1.11718
C -1.47586 0.29266 1.13845
N -1.42000 1.55010 0.40407
C -2.11424 2.61380 1.09009
C -2.34255 3.73680 0.08999
N -1.05741 4.14784 -0.41746
C 0.03218 3.36923 -0.48094
O 1.08785 3.80754 -0.90891
C -0.07519 1.92741 0.01413
C 0.42698 0.99009 -1.11355
C 1.39111 -0.06702 -0.59856
O 0.97790 -1.16369 -0.24640
N 2.70003 0.25438 -0.52334
C 3.25773 1.50566 -0.98654
C 3.62898 -0.76858 -0.05629
C 4.72330 -1.07401 -1.07981
C 5.58385 -2.23064 -0.57835
C 6.20350 -1.88837 0.77340
C 5.11544 -1.55956 1.79134
C 4.24980 -0.40499 1.29501
C -3.37406 -0.77073 -0.08533
O -2.53470 -0.70502 -1.15717
C -2.56124 -1.73158 -2.12571
H -7.21732 -1.55830 -1.13519
H -6.52568 -3.16221 -0.75394
H -6.57525 -2.58685 -2.43829
H -6.45435 -1.67690 1.02140
H -5.54667 -0.81507 3.11304
H -3.25812 0.11190 3.18417
H -1.14153 0.42559 2.18213
H -0.81382 -0.42109 0.64690
H -3.07324 2.23170 1.44275
H -1.54563 2.99906 1.95849
H -2.83224 4.59213 0.56294
H -2.97612 3.36698 -0.72495
H -0.95570 5.07884 -0.79664
H 0.62418 1.86775 0.87544
H 0.88191 1.57393 -1.91163
H -0.45162 0.47400 -1.50268
H 4.19220 1.69256 -0.46268
H 3.46588 1.46892 -2.06046
H 2.59119 2.34329 -0.79137
H 3.01782 -1.66780 0.07999
H 4.26567 -1.33367 -2.03667
H 5.35627 -0.19742 -1.23104
H 4.96501 -3.12468 -0.47713
H 6.37017 -2.44710 -1.30463
H 6.80371 -2.72776 1.13010
H 6.86730 -1.02765 0.66049
H 4.48727 -2.43909 1.94714
H 5.56844 -1.29650 2.74963
H 3.45443 -0.19515 2.01284
H 4.86735 0.49125 1.20144
H -1.58675 -1.69741 -2.61424
H -3.34956 -1.57117 -2.86519
H -2.69303 -2.71308 -1.66537
```

## Properties
Relative energy (zero: lowest compared OMol25 entry of this formula, charge and spin) in kcal per mole: 35.1
SMILES: COc1cccc(CN2CCNC(=O)[C@@H]2CC(=O)N(C)C2CCCCC2)c1OC
Net charge: 0

***

C65H51N2O11 | wB97M-V/def2-TZVPD

Geometry as XYZ:
```
129
Properties=species:S:1:pos:R:3
C -1.32123 3.64906 2.88113
C -0.14008 2.73905 3.58616
C 1.29875 3.53400 3.88157
C 2.50607 2.62688 4.53670
C 2.29247 1.01683 4.92326
C 0.85641 0.21033 4.68436
C 0.62756 -1.38813 5.11693
C 1.84163 -1.81733 6.12433
C 1.75639 -1.16198 7.66169
C 0.48956 -0.18865 8.12573
C -0.91590 -1.06619 8.35446
O -0.80900 -2.39697 8.62084
C 2.91146 -1.47541 8.78173
C 2.91523 -0.90631 10.33539
O 2.79956 -1.74480 11.40217
O 3.01162 0.54320 10.56615
C 4.16281 -2.43079 8.32803
C 5.33633 -2.75708 9.42078
C 6.23460 -1.48519 9.90916
C 6.48041 -0.30782 8.80528
N 5.94496 0.98584 9.40094
C 4.13619 -3.05279 6.77658
C 5.44725 -4.01833 6.41683
C 5.32389 -5.53713 7.05665
O 4.90200 -6.52187 6.25859
N 3.01399 -2.74659 5.77069
C 3.10739 -3.39747 4.40785
C 4.08574 -2.53204 3.37982
O 3.86622 -2.70568 2.07450
C -0.34724 1.13023 3.98205
H -0.77353 4.54209 2.31500
H -1.88179 2.97220 2.08195
H -2.03950 4.12328 3.67750
H 1.47820 4.67256 3.62990
H 3.53976 3.12749 4.77079
H 3.24622 0.47972 5.39004
H 0.56388 -1.97672 4.11071
H -0.43367 -1.52731 5.64404
H 0.28591 0.68717 7.37234
H 0.69944 0.33709 9.17683
H -1.97313 -0.57682 8.24932
H 3.73080 0.68000 11.25521
H 4.78149 -3.17317 10.39273
H 6.08153 -3.62041 9.10372
H 7.30630 -1.91223 10.21649
H 5.78510 -0.97241 10.88856
H 7.66165 -0.15562 8.72087
H 6.11142 -0.53608 7.72017
H 5.06821 1.30722 8.93544
H 6.70707 1.69810 9.37641
H 5.67531 -4.08051 5.26852
H 6.36256 -3.50977 6.93891
H 5.62435 -5.82149 8.17268
H 3.56433 -4.50016 4.43102
H 2.08002 -3.51007 3.84293
H 4.94766 -1.84865 3.80307
H -1.37935 0.58527 3.79348
C -0.74101 4.86392 -4.71508
C 0.45676 4.43755 -5.28829
C 1.09857 3.29871 -4.79903
C 0.54704 2.59029 -3.72459
C -0.63758 3.03073 -3.13569
C -1.28948 4.16379 -3.63958
C -1.20223 2.32008 -1.97026
O -2.24469 2.70425 -1.45460
C -0.48826 1.14589 -1.43026
C -0.98142 0.49754 -0.29041
C -0.31968 -0.62180 0.21899
C 0.82784 -1.10132 -0.41199
C 1.32450 -0.45406 -1.54434
C 0.67023 0.67779 -2.04849
C 1.22350 1.37658 -3.22532
O 2.23459 0.95855 -3.77771
H -1.24604 5.74615 -5.10228
H 0.89080 4.99059 -6.11832
H 2.03064 2.96876 -5.25487
H -2.22184 4.50568 -3.19365
H -1.87855 0.86361 0.20634
H -0.70139 -1.12058 1.10724
H 1.33943 -1.97755 -0.01967
H 2.22365 -0.83124 -2.02875
C -0.28768 0.10634 -13.71741
C -1.25971 1.03474 -13.34561
C -1.42582 1.37140 -12.00123
C -0.62519 0.76848 -11.02350
C 0.32985 -0.17788 -11.39284
C 0.50708 -0.50134 -12.74439
C 1.14584 -0.85666 -10.36547
O 1.98746 -1.68550 -10.68937
C 0.92692 -0.52874 -8.94258
C 1.65291 -1.20660 -7.95450
C 1.46163 -0.89319 -6.60710
C 0.55434 0.10170 -6.24393
C -0.17431 0.77467 -7.22578
C 0.00557 0.45162 -8.57730
C -0.79578 1.14398 -9.60581
O -1.59675 2.01525 -9.28716
H -0.15192 -0.14925 -14.76602
H -1.88773 1.49890 -14.10279
H -2.18315 2.10087 -11.71890
H 1.26005 -1.22920 -13.04153
H 2.36555 -1.98247 -8.22978
H 2.02258 -1.42442 -5.84120
H 0.41041 0.35109 -5.19488
H -0.88443 1.54681 -6.93439
C -9.35308 -1.64165 -0.79986
C -10.16976 -1.62908 -1.93029
C -9.67692 -1.14318 -3.14243
C -8.36638 -0.65670 -3.22181
C -7.55807 -0.64655 -2.08574
C -8.04870 -1.15100 -0.87432
C -6.19103 -0.09010 -2.14596
O -5.47909 -0.08407 -1.14931
C -5.69796 0.46656 -3.42154
C -4.42537 1.04974 -3.47845
C -3.94604 1.56659 -4.68404
C -4.72998 1.49438 -5.83517
C -6.00032 0.91901 -5.78011
C -6.48887 0.41293 -4.56827
C -7.84773 -0.16127 -4.51235
O -8.53919 -0.22093 -5.52256
H -9.73408 -2.02882 0.14262
H -11.19056 -1.99976 -1.86913
H -10.31852 -1.14128 -4.02206
H -7.41883 -1.15888 0.01351
H -3.80567 1.10724 -2.58499
H -2.95970 2.02370 -4.72480
H -4.35397 1.89037 -6.77603
H -6.60860 0.87057 -6.68179
```

## Properties
Relative energy (zero: lowest compared OMol25 entry of this formula, charge and spin) in kcal per mole: 305.1
Net charge: +1

***

C4H9N | wB97M-V/def2-TZVPD

Geometry as XYZ:
```
14
Properties=species:S:1:pos:R:3
C -1.13163 -0.39366 -0.47403
C -0.99408 0.75693 0.42745
C 1.00287 0.97157 0.86260
C 0.28394 -1.08412 -0.80416
N 0.37138 -2.12866 -1.46006
H 1.30204 -2.53229 -1.54523
H -1.71669 -1.20608 -0.04280
H -1.50440 -0.12108 -1.46224
H 1.00201 -0.25351 -0.11811
H -1.18093 1.73288 -0.00489
H -1.37256 0.61747 1.43370
H 1.15929 1.89347 0.30245
H 0.80580 1.25690 1.89379
H 1.97297 0.49018 0.99154
```

## Properties
Relative energy (zero: lowest compared OMol25 entry of this formula, charge and spin) in kcal per mole: 92.1
Net charge: 0

***

C9H14N2 | wB97M-V/def2-TZVPD

Geometry as XYZ:
```
25
Properties=species:S:1:pos:R:3
C 0.10343 -2.34185 0.67705
C -0.46038 -1.82773 -0.40855
C -1.17832 -1.97769 -1.56771
C -1.08652 -1.23847 -2.75487
C -0.31408 -0.05409 -2.69655
N -0.01655 0.59454 -1.59843
N 0.31583 0.07540 -0.50412
C 0.33845 0.87919 0.70243
C 1.73319 0.55196 1.38063
C -0.74051 0.56977 1.70828
C 0.32376 2.36471 0.30870
H 0.19756 -1.83488 1.55649
H 0.17702 -3.42451 0.65802
H -1.80782 -2.82701 -1.48103
H -1.46130 -1.54387 -3.72316
H -0.30368 0.77125 -3.53121
H 1.53737 0.52149 2.39874
H 2.17174 -0.36026 1.06646
H 2.51543 1.39773 1.37216
H -0.78767 -0.45346 1.93569
H -1.67941 0.89042 1.43607
H -0.45699 1.10558 2.58280
H 1.27908 2.75023 0.11972
H -0.19117 2.42426 -0.61323
H -0.20847 2.98730 0.97560
```

## Properties
Relative energy (zero: lowest compared OMol25 entry of this formula, charge and spin) in kcal per mole: 128.5
SMILES: C=C=C/C=C\N=N\C(C)(C)C
Net charge: 0

***

C2H6N2O3 | wB97M-V/def2-TZVPD

Geometry as XYZ:
```
13
Properties=species:S:1:pos:R:3
O 0.05617 -0.40870 1.56139
N -0.11891 0.83870 1.44665
O -0.19295 1.35068 2.86235
C -0.25982 1.69365 0.53703
O -0.13517 1.63379 -0.82560
H -0.35718 0.57666 3.44043
H -0.25873 2.74825 0.93929
H -0.16632 0.74358 -1.24538
C 0.50433 -1.89343 -1.37000
N -0.11126 -1.28410 -2.31020
H 0.68901 -2.89204 -1.31600
H 0.82218 -1.26384 -0.57566
H -0.47134 -1.84318 -3.14429
```

## Properties
Relative energy (zero: lowest compared OMol25 entry of this formula, charge and spin) in kcal per mole: 150.7
SMILES: [O-]/[N+](O)=C\O.C=N
Net charge: 0

***

Question: What is the formula in the fourth record?
Answer: C9H14N2

***

Question: Which value of net charge does entry 1 give?
Answer: 0

***

Question: net charge of number 2 (C65H51N2O11)?
Answer: +1